Formula: C48H67N2NiOP2Si3
Source: the OMol25 dataset
Level of theory: the ωB97M-V functional and the def2-TZVPD basis

Each line ends with the Löwdin charge.
Cartesian coordinates (Å):
H (-2.848, 4.012, -1.787)  0.08
C (0.730, -0.220, 3.770)  -0.10
H (1.125, -2.510, -4.701)  0.10
H (-0.018, -2.345, -0.664)  -0.02
P (-1.550, 1.458, -0.585)  0.89
C (0.598, 0.574, 4.892)  -0.10
H (0.930, -3.826, -0.528)  0.04
Ni (-0.438, -0.570, -0.542)  0.07
N (-0.759, 2.034, 1.163)  -0.17
H (3.105, 2.888, -1.344)  0.10
N (0.088, -1.010, 1.580)  -0.16
C (4.074, -1.788, 0.129)  -0.10
H (0.077, 0.312, -5.596)  0.11
C (0.992, -2.742, -0.434)  -0.15
H (4.447, -2.768, 0.423)  0.06
H (2.385, 0.249, -0.231)  0.04
C (1.055, 0.242, -5.133)  -0.09
H (-6.248, 4.532, 0.729)  0.09
H (3.889, -4.067, 1.841)  0.06
C (-0.479, 3.217, -2.717)  -0.12
H (-1.469, 3.358, -3.128)  0.09
H (-3.391, 1.456, 1.578)  0.07
Si (-0.518, 3.781, 1.384)  0.50
C (-2.483, 1.075, -2.298)  -0.33
C (-4.568, 4.378, -0.599)  -0.09
C (-1.828, 4.663, 2.482)  -0.18
H (-2.707, 4.048, 2.677)  0.01
H (2.264, 0.823, 1.439)  0.07
C (-0.281, 2.503, -1.534)  -0.31
H (-4.046, -0.569, 2.079)  0.02
C (3.978, -1.100, 2.499)  -0.09
C (3.450, 0.394, -5.319)  -0.10
H (4.554, -0.109, -3.548)  0.10
H (-0.485, 2.266, 5.664)  0.10
H (-3.224, -2.995, 0.626)  0.03
H (1.664, -2.394, -1.217)  0.01
H (0.455, 4.985, -0.639)  0.02
C (-1.900, -2.813, -3.204)  -0.09
H (-0.304, 6.054, 0.540)  0.03
H (-5.481, 2.640, 2.149)  0.10
H (-2.542, -2.301, -2.492)  0.09
H (-2.922, 2.002, -2.666)  0.05
C (-5.334, 4.000, 0.492)  -0.11
H (-1.395, 4.951, 3.445)  0.03
C (-2.257, -3.187, 1.086)  -0.16
C (2.929, -4.518, 1.583)  -0.11
H (3.829, 0.820, 0.618)  0.09
H (2.599, -4.622, 4.110)  0.08
H (-3.677, -1.506, 3.536)  0.03
H (-4.876, 5.218, -1.211)  0.10
H (2.085, 0.838, -6.913)  0.10
H (2.962, -5.562, 1.908)  0.08
C (-2.976, 2.603, -0.158)  -0.28
C (-1.661, 0.431, -3.419)  -0.33
H (2.843, -2.881, 3.970)  0.05
H (2.702, 4.149, -3.449)  0.10
C (3.573, -0.009, -3.998)  -0.08
H (0.304, -4.991, 1.159)  0.07
H (1.265, -1.161, 3.844)  0.08
H (3.570, -1.893, -0.833)  0.05
C (-3.265, -0.803, 2.804)  -0.17
C (0.540, -4.731, 2.192)  -0.10
C (-4.908, 2.938, 1.278)  -0.09
H (3.422, -0.633, 3.313)  0.07
H (1.350, 3.382, 3.060)  0.02
H (-3.236, -4.467, -3.454)  0.10
C (-2.265, -0.316, 0.209)  -0.47
C (-0.770, 2.005, 3.562)  -0.10
H (1.187, 1.839, -0.172)  0.05
C (-0.408, 5.099, 0.015)  -0.16
C (-3.412, 3.681, -0.926)  -0.11
C (0.585, 3.796, -3.397)  -0.09
C (1.036, 2.386, -1.090)  -0.16
H (4.941, -1.135, -0.023)  0.09
H (-3.319, 0.429, -2.052)  0.06
H (4.315, -2.088, 2.816)  0.06
C (1.205, 3.994, 2.171)  -0.15
C (-0.244, 1.667, 4.794)  -0.10
C (-1.232, -2.378, 3.744)  -0.20
C (2.136, -3.687, 3.775)  -0.10
C (-0.226, -4.150, -4.958)  -0.10
C (2.436, -0.265, -3.247)  -0.10
H (-1.877, -3.243, 3.927)  0.03
C (2.887, 0.271, 0.737)  -0.10
H (-0.344, -4.280, 2.634)  0.03
P (-0.274, -0.629, -2.770)  1.07
C (-1.453, -4.702, -4.624)  -0.10
H (1.075, 0.298, 5.824)  0.10
H (1.980, 3.726, 1.447)  0.02
H (2.828, -4.512, 0.495)  0.07
H (4.874, -0.492, 2.329)  0.08
H (1.360, 5.041, 2.449)  0.03
O (-2.882, -1.040, -0.579)  -0.14
C (3.161, -1.164, 1.200)  -0.56
H (-2.997, 0.107, 3.349)  0.02
C (2.101, 2.981, -1.742)  -0.09
H (-1.303, 5.160, -0.601)  0.01
C (1.879, 3.691, -2.914)  -0.10
H (-1.581, -3.497, 0.286)  0.01
Si (1.455, -2.123, 1.316)  0.69
H (-2.295, -0.192, -4.052)  0.08
H (-2.181, 5.577, 1.997)  0.02
H (0.750, -5.664, 2.728)  0.09
H (-0.200, -2.700, 3.852)  -0.03
C (-2.285, -4.032, -3.735)  -0.08
C (-0.480, 1.337, 2.350)  -0.28
Si (-1.700, -1.614, 2.014)  0.50
H (-1.424, -1.656, 4.542)  0.03
H (0.431, -4.675, -5.642)  0.10
C (1.761, -3.803, 2.285)  -0.57
C (1.165, -0.146, -3.800)  -0.35
C (-0.682, -2.229, -3.569)  -0.33
H (1.262, -3.525, 4.403)  0.06
H (2.532, -0.567, -2.210)  0.06
H (0.393, 4.344, -4.313)  0.10
H (-1.201, 1.193, -4.044)  0.05
H (-1.429, 2.857, 3.516)  0.05
H (-1.753, -5.653, -5.046)  0.09
C (0.153, 0.067, 2.529)  -0.31
C (2.187, 0.523, -5.882)  -0.09
H (4.334, 0.594, -5.912)  0.10
C (-3.742, 2.264, 0.957)  -0.10
H (-2.370, -4.025, 1.777)  0.02
C (0.163, -2.927, -4.429)  -0.08

Its net charge is -1. The calculation puts the energy above the lowest of the compared OMol25 structures with the same formula, charge and spin at 0.364 eV. Its expectation value of S² is 2.01. The calculation puts the lowest unoccupied orbital energy (alpha / beta) at 2.424 / 2.427 eV. As for the spin multiplicity: 3.

=====

Formula: C48H68As3N4O2RuTe
Source: the OMol25 dataset
Level of theory: the ωB97M-V functional and the def2-TZVPD basis

Each line ends with the Löwdin charge.
Cartesian coordinates (Å):
H (-3.411, 1.078, -0.757)  0.02
H (4.744, 2.525, 1.869)  0.13
H (-3.155, 2.646, -1.497)  0.10
C (0.360, -4.704, 0.739)  -0.01
H (-8.322, 0.925, -0.811)  0.03
C (3.836, -1.158, 1.082)  -0.21
H (-0.331, -2.668, 4.674)  0.11
H (-7.262, 1.933, -1.804)  0.03
H (3.644, 0.623, -7.211)  0.12
C (-1.609, 0.696, 4.089)  -0.22
H (7.730, -1.147, -1.959)  0.12
H (3.532, -3.232, 1.628)  0.10
H (-5.264, 3.324, -0.576)  0.09
C (2.339, 0.720, -1.484)  -0.40
H (-3.765, -1.088, -0.866)  -0.04
C (5.154, -0.725, 1.040)  -0.02
N (2.956, -1.126, -2.695)  0.20
C (2.100, -1.494, 3.895)  0.03
H (-0.080, 1.035, -3.089)  0.01
C (-3.057, 4.195, 0.741)  -0.05
H (-7.988, 2.597, -0.323)  0.04
C (3.481, 0.444, -5.087)  -0.02
H (-0.021, 3.171, 3.840)  0.04
C (-0.982, 1.535, -2.741)  -0.28
H (-4.511, -1.462, 1.180)  0.05
C (2.610, 2.295, -6.348)  -0.05
C (-3.591, -1.678, 1.727)  -0.05
H (-3.832, -1.676, 2.791)  0.10
C (-3.554, 2.753, 0.609)  -0.67
H (-5.552, 3.393, 1.150)  0.09
C (2.109, 2.095, 2.107)  -0.05
C (-6.870, 1.055, 2.008)  -0.32
C (3.325, 0.292, -2.584)  -0.23
C (-0.299, -3.205, 3.723)  0.03
H (2.949, -0.823, 3.826)  0.10
H (0.727, 3.425, -1.237)  0.02
H (-2.000, 4.258, 1.011)  0.04
H (2.062, 2.738, -3.041)  0.09
H (-0.744, 0.062, 4.265)  0.01
Ru (0.029, -0.747, 0.146)  0.97
C (4.778, 0.498, -2.179)  -0.15
O (1.190, -2.469, -2.048)  -0.15
H (-0.884, 4.163, -0.970)  0.05
C (-1.383, -3.908, -2.478)  -0.27
H (3.281, -1.731, -3.433)  0.16
Te (-1.383, -1.890, -1.879)  1.61
As (-6.034, 1.063, 0.239)  1.11
C (3.159, 1.104, 1.712)  -0.23
H (5.928, -1.428, 0.759)  0.13
C (-5.079, 2.799, 0.365)  -0.34
C (-0.163, 3.428, -0.616)  -0.24
H (0.134, 3.646, 0.410)  0.01
H (5.364, -1.562, -2.431)  0.11
H (-7.647, 0.291, 2.024)  0.03
C (5.221, 1.782, -1.877)  -0.02
C (-7.564, 1.705, -0.783)  -0.32
C (-3.300, 2.005, 1.917)  -0.33
C (4.492, 1.493, 1.658)  -0.01
H (-1.007, 2.546, -3.148)  0.06
H (-4.053, -6.154, 0.636)  0.13
H (1.683, 3.847, -5.200)  0.11
H (-1.869, 0.999, -3.083)  0.02
C (6.558, 2.006, -1.594)  -0.06
H (-2.882, -0.881, 1.535)  0.03
C (-2.927, 2.048, -0.609)  -0.34
H (-3.786, 1.031, 1.911)  0.03
H (0.504, -3.940, 3.813)  0.11
H (-4.949, -3.917, 1.184)  0.13
H (4.046, -0.481, -5.070)  0.12
H (6.521, 0.903, 1.308)  0.12
H (-1.238, -3.729, 3.574)  0.11
C (7.027, -0.325, -1.924)  -0.06
C (5.488, 0.587, 1.341)  -0.03
H (-1.915, -4.473, -1.716)  0.02
H (-1.923, -3.928, -3.424)  0.05
C (-1.116, -4.463, 0.883)  -0.24
H (1.149, 1.848, 1.650)  -0.01
O (2.272, 1.785, -0.923)  0.07
H (-2.507, 0.094, 4.081)  0.03
H (0.851, -4.815, 1.709)  0.09
H (-3.907, -1.395, -2.612)  0.04
C (-0.008, -2.244, 2.622)  -0.25
H (-3.198, 4.739, -0.195)  0.10
H (-1.615, -6.490, 0.441)  0.13
C (1.227, -1.411, 2.689)  -0.24
C (-3.024, -2.996, 1.326)  -0.24
H (2.390, 3.095, 1.780)  0.10
C (3.273, 1.075, -6.301)  -0.04
C (7.465, 0.953, -1.619)  -0.06
H (2.457, 2.793, -7.296)  0.12
H (0.854, -3.899, 0.192)  0.05
N (-0.688, -2.141, 1.522)  -0.02
C (-3.379, -5.322, 0.791)  -0.02
H (1.514, -1.250, 4.785)  0.10
C (-3.879, -4.070, 1.097)  -0.02
C (-0.805, 3.380, 3.119)  -0.25
C (-1.646, -3.206, 1.216)  -0.25
H (-7.325, 2.021, 2.222)  0.04
As (-1.440, 1.681, 2.414)  1.21
H (2.469, -2.513, 4.036)  0.11
H (-6.145, 0.819, 2.787)  0.01
C (2.171, 2.881, -5.173)  -0.06
H (-3.862, -2.766, -1.469)  0.03
H (1.991, 2.120, 3.192)  0.09
H (2.541, -2.692, 0.266)  0.04
C (3.021, 1.018, -3.903)  -0.14
N (1.462, -0.329, -1.250)  -0.03
H (-0.352, -4.218, -2.596)  0.03
C (3.516, -2.588, 0.743)  -0.01
H (-3.708, 2.574, 2.760)  0.11
C (1.842, -1.407, -2.025)  -0.59
H (0.538, -5.627, 0.190)  0.10
C (-2.008, -5.510, 0.686)  -0.03
C (2.374, 2.246, -3.952)  -0.04
H (4.525, 2.611, -1.881)  0.12
H (-1.658, 3.836, 3.626)  0.06
H (-0.426, 4.059, 2.359)  0.02
H (-1.669, 1.434, 4.888)  0.06
C (2.855, -0.227, 1.447)  -0.22
H (8.513, 1.134, -1.417)  0.12
H (6.899, 3.008, -1.371)  0.12
H (4.261, -2.983, 0.055)  0.10
H (-3.626, 4.718, 1.510)  0.11
C (-3.491, -1.763, -1.673)  -0.34
N (1.496, -0.733, 1.617)  0.03
C (5.685, -0.554, -2.203)  -0.04
As (-1.004, 1.686, -0.797)  1.09

Its net charge is +3. Its expectation value of S² is 6.03. The calculation puts the lowest unoccupied orbital energy (alpha / beta) at -8.750 / -11.154 eV. As for the spin multiplicity: 5.

=====

Formula: C48H68N4O26
Source: the OMol25 dataset
Level of theory: the ωB97M-V functional and the def2-TZVPD basis

Each line ends with the Löwdin charge.
Cartesian coordinates (Å):
O (-1.447, -2.747, 0.574)  0.09
C (0.298, -6.201, -0.334)  -0.21
H (-4.121, 1.761, -6.980)  0.10
H (3.805, 2.016, -8.501)  0.08
C (0.916, 3.835, 4.673)  -0.05
H (-1.775, 4.456, 1.306)  0.10
C (4.222, 1.027, -2.153)  -0.28
O (-2.401, 1.183, 3.082)  0.11
C (-4.100, -0.462, 1.605)  -0.22
H (-0.742, -4.996, 2.597)  0.08
O (1.971, 0.276, -8.329)  0.01
C (-1.791, 0.409, 5.920)  -0.21
C (2.315, 1.866, 4.432)  -0.06
C (-0.998, -6.762, 3.797)  -0.06
H (-1.105, 3.259, 2.521)  0.08
O (-4.946, 2.084, -5.119)  0.00
C (0.699, 0.147, 0.753)  0.14
H (-2.250, 3.769, -1.034)  0.05
H (1.459, 1.033, -10.128)  0.12
H (0.700, -6.089, 0.673)  0.12
H (1.799, 2.045, 0.420)  0.13
C (-0.318, -0.745, 0.330)  -0.05
C (1.081, -8.567, -0.382)  -0.55
H (1.827, 3.254, 2.820)  0.08
H (-0.966, -1.608, 5.893)  0.07
C (-3.006, 3.788, -1.820)  -0.03
H (-4.529, 0.369, -6.180)  0.09
O (-0.369, 5.711, 6.231)  0.09
C (2.001, 1.625, 5.790)  -0.06
H (0.548, -3.814, 4.369)  0.09
H (-4.905, -2.244, 0.911)  0.09
H (-0.719, 2.415, 10.907)  0.10
C (-2.788, 1.400, 1.925)  -0.59
H (4.301, 6.319, -2.412)  0.11
C (-0.140, -6.607, 6.090)  0.00
H (-2.525, 4.004, -2.774)  0.09
H (2.495, -0.206, -10.143)  0.13
C (3.267, 4.585, -3.132)  -0.09
C (2.575, -0.436, -3.068)  -0.46
C (3.373, 1.877, -9.492)  -0.04
H (2.515, 0.924, 6.431)  0.11
C (-4.915, 1.375, -6.341)  -0.05
H (0.235, -2.007, -3.174)  0.09
O (-3.618, 0.758, 1.154)  0.04
O (0.828, -7.353, -0.984)  0.01
C (-0.506, 0.676, -1.675)  0.08
H (-0.150, -4.849, -2.132)  0.07
N (0.390, 7.193, -4.851)  -0.33
C (1.241, 4.899, -4.411)  0.02
O (-1.319, 0.577, 7.256)  -0.02
C (-3.644, 2.410, -1.824)  -0.18
O (1.980, -3.781, 6.482)  0.04
H (-0.156, -7.078, 7.062)  0.12
N (-0.626, -2.020, 1.067)  -0.30
C (0.648, 3.633, 5.953)  -0.13
H (-2.751, 3.895, 2.749)  0.12
C (1.053, 1.347, 0.069)  0.05
C (0.343, -5.338, 5.855)  -0.14
H (3.065, -10.894, -1.548)  0.10
H (-5.286, -0.890, -0.260)  0.09
C (1.180, -2.225, -3.671)  -0.09
H (5.823, 2.284, -2.354)  0.09
H (1.467, -4.938, -1.723)  0.08
C (-4.562, -1.330, 0.425)  -0.03
H (-1.224, -0.957, 4.253)  0.04
H (1.345, -3.301, -3.628)  0.10
H (0.241, -4.141, -0.610)  0.04
H (0.699, 2.470, -1.694)  0.12
H (-1.598, 1.286, 5.302)  0.09
C (-1.632, 2.186, 10.358)  -0.03
C (-1.986, 1.437, 8.166)  -0.57
O (0.491, 8.392, -4.543)  0.07
H (3.986, 1.389, -1.152)  0.12
H (1.276, -1.912, -4.711)  0.10
O (2.229, -1.766, -2.960)  0.00
H (-0.974, 0.915, -2.619)  0.12
C (-0.910, -0.717, 5.268)  -0.05
N (-0.038, 4.689, 6.789)  -0.32
H (0.142, -0.446, 5.174)  0.06
H (1.224, -0.005, 1.684)  0.14
H (6.313, 0.720, -1.769)  0.09
O (-0.363, 4.453, 7.936)  0.10
H (3.731, 1.686, -2.869)  0.09
H (3.793, 3.940, -2.444)  0.09
O (3.751, -0.249, -2.439)  0.06
O (-4.468, 2.418, -3.010)  0.05
C (-0.925, -0.477, -0.907)  0.11
H (0.424, 4.510, -5.000)  0.12
H (-0.204, 0.712, -5.177)  0.08
C (2.475, 6.766, -3.511)  -0.01
H (-2.047, 3.094, 9.921)  0.10
C (1.379, 6.262, -4.263)  -0.12
H (-2.861, 0.202, 5.943)  0.12
C (1.249, 2.513, 6.563)  0.02
O (-3.171, 1.044, -4.198)  0.13
C (-4.064, 1.804, -4.100)  -0.59
H (-0.647, -0.981, -5.358)  0.08
H (-3.533, -1.021, 2.349)  0.13
C (0.195, -4.819, 4.552)  -0.02
C (1.696, 2.985, 3.858)  -0.07
C (-0.493, -0.049, -5.902)  -0.03
C (3.395, 5.975, -2.887)  -0.05
N (1.225, -4.705, 6.880)  -0.29
H (-4.992, -0.137, 2.139)  0.14
H (0.487, 4.711, 4.209)  0.12
O (-2.912, 2.165, 7.884)  0.13
H (2.594, 7.823, -3.327)  0.12
C (-0.871, -7.309, 5.080)  -0.05
H (-5.884, 1.355, -6.841)  0.10
H (-3.737, 4.539, -1.521)  0.10
H (2.837, 2.801, -9.710)  0.08
H (3.036, -10.125, 0.031)  0.10
H (1.275, 2.372, 7.634)  0.13
H (-1.555, -7.429, 3.156)  0.10
C (5.643, 1.215, -2.471)  -0.05
H (-3.687, -1.651, -0.140)  0.04
O (0.440, -0.203, -6.984)  0.04
O (0.640, -8.893, 0.714)  0.12
C (0.978, 0.771, -7.611)  -0.61
C (0.484, -4.985, -1.256)  -0.06
C (2.250, 4.071, -3.853)  -0.08
O (1.858, -9.209, -1.224)  0.02
O (-1.314, 1.405, 9.252)  0.01
C (-1.985, 3.653, 2.012)  -0.01
H (3.020, 1.315, 3.828)  0.10
H (-4.276, 2.264, -0.948)  0.12
H (5.861, 0.856, -3.477)  0.10
C (2.356, 0.724, -9.592)  -0.22
H (-2.334, 1.668, 11.011)  0.11
O (-0.481, 6.766, -5.596)  0.08
O (0.641, 1.972, -7.610)  0.09
C (-0.530, -5.450, 3.554)  -0.07
C (0.398, 1.600, -1.130)  0.01
C (2.409, -10.446, -0.801)  -0.04
H (2.095, 3.004, -3.789)  0.07
O (1.225, -5.182, 8.045)  0.06
O (-2.560, 2.557, 1.321)  -0.04
H (-1.475, 0.199, -6.305)  0.09
H (-1.278, -8.289, 5.280)  0.10
O (1.943, 0.426, -3.706)  0.09
H (1.801, -11.244, -0.375)  0.10
O (-0.126, -2.271, 2.185)  0.09
H (-1.776, -1.026, -1.280)  0.13
H (-2.924, 1.592, -1.812)  0.08
H (-0.778, -6.270, -0.171)  0.12
H (4.141, 1.689, -10.241)  0.07

Its net charge is +1. Its expectation value of S² is 0.77. The calculation puts the lowest unoccupied orbital energy (alpha / beta) at -5.334 / -9.067 eV. As for the spin multiplicity: 2.

=====

> net charge of number 3 (C48H68N4O26)?

+1